Entry 1:
Formula: C20H51N7OPRuS
Source: OMol25
Level of theory: ωB97M-V/def2-TZVPD

The geometry in XYZ format:
```
82
Properties=species:S:1:pos:R:3:mulliken_charge:R:1
Ru -0.0730 0.7098 -0.3051 1.247
N -1.7231 0.3030 1.3050 -0.534
C -2.5795 -0.8643 1.0053 -0.854
C -1.7294 -2.0349 0.5728 -0.748
N -0.8532 -1.5466 -0.4814 0.077
C 0.1095 -2.4650 -1.0710 -0.548
C 0.9618 -1.6320 -1.9899 -0.836
N 1.5139 -0.4952 -1.2210 -0.345
H -1.3425 0.2503 2.2432 0.206
H -2.2913 1.1455 1.2697 0.277
H -3.2423 -0.5891 0.1839 0.416
H -3.2010 -1.1374 1.8587 0.434
H -2.3703 -2.8559 0.2397 0.366
H -1.1204 -2.4149 1.4019 0.272
H -1.4572 -1.2130 -1.2362 0.278
H -0.3555 -3.2890 -1.6181 0.440
H 0.7155 -2.9002 -0.2692 0.060
H 0.3436 -1.2172 -2.7863 0.384
H 1.7458 -2.2386 -2.4456 0.516
H 2.0725 0.0860 -1.8392 0.286
H 2.1023 -0.8195 -0.4561 0.242
N 3.2815 -1.8023 4.5261 -0.062
C 2.4622 -0.5687 4.2391 -0.944
C 2.4783 -0.3165 2.7387 0.066
N 2.0046 -1.4521 1.9639 0.403
C 2.7210 -2.6780 2.2913 -0.642
C 2.7382 -2.9974 3.7839 -0.723
H 3.3148 -1.9899 5.5293 0.369
H 4.2438 -1.6370 4.2202 0.409
H 2.8827 0.2665 4.7973 0.478
H 1.4537 -0.7671 4.6007 0.303
H 3.5040 -0.0927 2.4237 0.438
H 1.8685 0.5509 2.4879 -0.567
H 0.9980 -1.5509 2.0255 -0.176
H 3.7537 -2.5696 1.9434 0.404
H 2.2861 -3.5245 1.7617 0.371
H 3.3714 -3.8567 3.9983 0.429
H 1.7366 -3.1882 4.1665 0.360
C 2.3556 3.6757 -1.9169 -1.743
C 1.3036 4.3444 -1.0157 2.095
C -0.0682 4.0793 -1.6600 -1.064
C 1.5371 5.8578 -0.9541 -1.927
P 1.4276 3.4873 0.6628 0.053
N 0.9350 1.9547 0.5942 0.091
C 3.2412 3.4328 1.2264 2.369
C 4.0188 4.7331 0.9993 -2.041
C 3.2778 3.1217 2.7326 -1.710
C 3.9403 2.2654 0.5020 -1.595
C 0.3731 4.4001 1.9388 1.851
C -0.9870 4.6754 1.2796 -1.785
C 0.1045 3.4602 3.1271 -1.402
C 0.9722 5.7230 2.4330 -1.692
H 2.1995 4.0143 -2.9421 0.686
H 2.2506 2.5890 -1.9020 0.034
H 3.3740 3.9390 -1.6444 0.269
H 0.0321 4.1765 -2.7427 0.618
H -0.8278 4.7857 -1.3400 0.280
H -0.4276 3.0774 -1.4613 -0.406
H 1.5737 6.2331 -1.9795 0.536
H 2.4695 6.1354 -0.4713 0.319
H 0.7215 6.3745 -0.4530 0.308
H 3.5520 5.5863 1.4884 0.330
H 4.1527 4.9643 -0.0542 0.343
H 5.0166 4.6150 1.4300 0.542
H 2.9576 3.9640 3.3384 0.269
H 4.3130 2.9082 3.0122 0.695
H 2.6664 2.2589 2.9860 -0.176
H 4.3056 2.5469 -0.4819 0.362
H 3.2688 1.4136 0.3873 0.063
H 4.8097 1.9563 1.0884 0.532
H -1.3885 3.7867 0.7880 0.178
H -0.9384 5.4855 0.5577 0.277
H -1.6935 4.9793 2.0547 0.636
H -0.1846 2.4688 2.7723 -0.048
H -0.7204 3.8707 3.7131 0.573
H 0.9564 3.3644 3.7941 0.287
H 1.2242 6.3964 1.6174 0.275
H 1.8592 5.5818 3.0461 0.312
H 0.2301 6.2285 3.0555 0.511
O -3.4402 1.3558 -2.9753 -0.522
S -2.0106 1.1576 -3.0943 0.200
N -1.2012 0.9216 -1.8988 -0.336
```

Computed properties:
- HOMO (alpha / beta): -0.45839 / -0.44837 Ha
- Net charge: +2
- Spin multiplicity: 2
- Frontier orbital gap (alpha / beta): 0.264 / 0.254 hartree


Entry 2:
Formula: C20H52ClIN4O8P2S2
Source: OMol25
Level of theory: ωB97M-V/def2-TZVPD

The geometry in XYZ format:
```
90
Properties=species:S:1:pos:R:3:mulliken_charge:R:1
C 0.7686 -2.7347 0.8302 -1.424
C -0.1053 -1.5080 0.6287 0.390
Cl 0.9223 -0.2882 -0.2442 -0.163
C -1.2752 -1.8862 -0.3180 -1.644
P -2.9600 -1.3823 0.2802 0.139
I -2.6290 -3.0074 2.2904 -0.125
C -3.0838 0.0547 1.4373 -0.699
C -4.4727 0.4682 1.7865 -0.509
N -5.0343 1.4698 1.2895 -0.514
C -4.4005 -2.4298 -0.3044 -0.290
C -5.6482 -2.3746 0.5684 -0.583
C -6.6497 -3.5365 0.4035 -1.247
S -6.0319 -5.2028 0.4761 1.210
O -5.0338 -5.3805 1.4633 -0.518
O -7.1733 -6.0118 0.6491 -0.669
O -5.4722 -5.5094 -0.9820 -0.487
P -3.1865 -0.0559 -1.5512 0.215
O -3.0497 -0.9649 -2.9094 -0.373
O -4.7094 0.5257 -1.5576 -0.472
S -1.9038 1.3830 -1.6874 -0.340
H 1.4387 -2.6571 1.6711 0.363
H 0.1737 -3.6298 0.9424 0.392
H 1.3455 -2.8643 -0.0741 0.417
H -0.4191 -1.0483 1.5496 0.351
H -1.3064 -2.9642 -0.3732 0.457
H -1.0458 -1.5222 -1.3104 1.015
H -2.6213 -0.2670 2.3561 0.575
H -2.5345 0.9221 1.0858 0.632
H -4.9904 -0.1532 2.5134 0.449
H -5.9667 1.5721 1.6821 0.275
H -4.6884 -2.0605 -1.2782 0.305
H -4.0276 -3.4281 -0.4716 0.193
H -6.1951 -1.4922 0.2591 0.378
H -5.4322 -2.2469 1.6197 0.374
H -7.3381 -3.4920 1.2301 0.431
H -7.1941 -3.3915 -0.5172 0.484
H -4.5227 -5.7045 -0.8877 0.376
H -3.9340 -1.2520 -3.2005 0.290
H -4.8839 0.8546 -2.4591 0.363
C -1.8546 -0.2920 -8.2435 -1.516
C -1.6652 -0.7961 -6.8165 0.398
C -2.0280 -2.2777 -6.6323 -0.700
O -3.4188 -2.5406 -6.5572 -0.321
C -4.0739 -2.6766 -7.8047 -0.728
N -2.4161 0.0648 -5.9025 -0.657
H -2.9067 -0.1597 -8.4958 0.268
H -1.3711 0.6765 -8.3654 0.384
H -1.4129 -0.9806 -8.9672 0.362
H -0.6031 -0.6953 -6.5754 0.429
H -1.6216 -2.6049 -5.6715 0.324
H -1.5612 -2.9025 -7.4048 0.449
H -3.4338 -3.1656 -8.5440 0.320
H -4.4058 -1.7083 -8.1869 0.261
H -4.9576 -3.2948 -7.6473 0.241
H -2.2151 -0.2225 -4.9484 0.190
H -3.4016 -0.1547 -6.0241 0.329
C 6.0223 -1.3036 2.0458 -1.546
C 4.6983 -0.6174 1.7264 0.318
C 4.6435 0.8515 2.1689 -0.702
O 4.4312 1.0414 3.5545 -0.394
C 5.5997 0.9863 4.3549 -0.739
N 3.6047 -1.4044 2.3016 -0.568
H 6.1245 -1.5249 3.1079 0.296
H 6.0922 -2.2511 1.5119 0.387
H 6.8687 -0.6844 1.7422 0.361
H 4.5808 -0.6278 0.6388 0.382
H 3.7842 1.3169 1.6774 0.346
H 5.5357 1.3998 1.8386 0.495
H 6.4614 1.4195 3.8419 0.338
H 5.8194 -0.0393 4.6636 0.285
H 5.4085 1.5688 5.2557 0.262
H 2.7226 -0.9912 2.0102 0.114
H 3.6227 -1.2606 3.3085 0.297
C 4.9341 4.7758 2.9586 -1.106
C 5.2956 4.7391 4.4388 0.738
C 4.9641 6.0389 5.1863 -0.927
O 5.8806 7.0938 4.9690 -0.383
C 5.6486 7.8650 3.8051 -0.641
N 6.7094 4.3720 4.5720 -0.657
H 5.6258 5.3901 2.3819 0.274
H 4.9693 3.7701 2.5407 -0.047
H 3.9248 5.1643 2.8098 0.367
H 4.6983 3.9448 4.8969 0.258
H 5.0119 5.8316 6.2589 0.376
H 3.9397 6.3698 4.9720 0.421
H 4.5796 7.9813 3.6054 0.299
H 6.1414 7.4279 2.9335 0.228
H 6.0800 8.8514 3.9730 0.256
H 6.9283 4.2565 5.5579 0.281
H 7.2659 5.1756 4.2925 0.283
```

Computed properties:
- SMILES: [H]/N=C/CP(I)(CCCS(=O)(=O)O)(C[C@@H](C)Cl)P(O)(O)=S.COC[C@@H](C)N.COC[C@@H](C)N.COC[C@@H](C)N
- HOMO: -0.31323 Ha
- Spin multiplicity: 1
- Frontier orbital gap: 0.306 hartree


Number 1: E -56736.804 eV. Number 2: E -104794.230 eV.